ORCA calculation (the ωB97M-V functional and the def2-TZVPD basis) on a 4-piece molecular cluster, C3H14N2O2 overall at a distorted geometry.

CARTESIAN COORDINATES (ANGSTROEM)
N: 0.173 -0.875 -0.071
C: -0.514 -0.241 -1.151
C: 0.443 0.519 -2.161
C: -0.558 -1.069 -2.293
N: 0.395 -1.642 2.852
H: -0.446 -1.496 0.431
H: 0.381 -0.613 2.902
H: -1.351 0.413 -0.909
H: -0.056 1.475 -2.260
H: 1.314 0.747 -1.536
H: 0.890 0.224 -3.121
H: 0.139 -1.901 -2.288
H: -1.205 -0.923 -3.147
H: -0.467 -2.158 2.773
H: 0.862 -1.995 3.671
H: 0.999 1.694 2.362
H: 0.515 -0.195 0.623
O: 0.275 1.087 2.126
H: -0.211 1.803 1.040
H: -1.097 2.946 0.097
O: -0.482 2.200 0.061

## Properties
- Energy above the lowest of the compared OMol25 structures with the same formula, charge and spin: 114.1 kcal per mole
- Charge: 0
- LUMO level: -1.27 eV
- Gap between HOMO and LUMO: 6.632 eV
- Highest occupied orbital energy: -7.90 eV